Record 1
53
Properties=species:S:1:pos:R:3:lowdin_spin:R:1 method="wB97M-V/def2-TZVPD" gap_ev="5.66 / 5.69" total_charge=-1 s2=0.769 e_lumo_ev="1.23 / 1.42" multiplicity=2 e_tot_ha=-16375.53102
Re -0.474 1.932 0.626 0.670
Br -3.103 1.828 0.347 0.017
C -3.543 -0.037 0.047 0.000
Br -4.165 -0.351 -1.744 0.000
H -4.333 -0.298 0.738 0.000
H -2.621 -0.582 0.213 0.000
Se -0.422 6.239 3.971 -0.009
Sb 0.721 4.837 2.417 0.006
Se 0.146 2.355 2.957 0.251
Se -0.750 4.356 0.368 -0.036
Se 3.018 5.142 1.829 0.030
O -0.577 1.862 -1.471 0.024
N 0.538 2.161 -2.137 0.002
C 0.404 2.401 -3.462 0.000
C 1.496 2.669 -4.231 0.000
C 2.761 2.697 -3.622 -0.001
C 2.873 2.455 -2.282 0.000
C 1.733 2.179 -1.501 -0.001
S 1.807 1.850 0.172 0.017
H -0.615 2.358 -3.814 0.000
H 1.368 2.865 -5.285 0.000
H 3.642 2.922 -4.207 0.000
H 3.824 2.486 -1.771 0.000
C -0.055 -1.122 4.069 0.000
C -1.226 -1.643 3.233 0.000
C -2.366 -0.631 3.115 -0.001
C -0.703 -2.199 1.925 0.001
C -0.516 -3.576 1.859 0.000
C 0.043 -4.199 0.758 0.000
C 0.423 -3.413 -0.314 0.000
C 0.245 -2.036 -0.313 0.001
C 0.669 -1.252 -1.536 0.000
C 2.181 -1.347 -1.758 0.000
C -0.080 -1.697 -2.793 0.000
C -0.328 -1.402 0.818 0.002
O -0.648 -0.101 0.775 0.025
H -0.402 -0.679 5.005 0.000
H 0.502 -0.360 3.528 0.001
H 0.632 -1.938 4.302 0.000
H -1.639 -2.504 3.770 0.000
H -2.048 0.298 2.648 0.000
H -2.743 -0.385 4.111 0.000
H -3.195 -1.052 2.539 0.000
H -0.813 -4.171 2.716 0.000
H 0.177 -5.273 0.737 0.000
H 0.864 -3.880 -1.189 0.000
H 0.406 -0.218 -1.355 0.000
H 2.476 -2.378 -1.973 0.000
H 2.729 -1.016 -0.875 0.000
H 2.488 -0.729 -2.608 0.000
H 0.157 -2.732 -3.054 0.000
H 0.200 -1.069 -3.644 0.000
H -1.160 -1.622 -2.656 0.000

Record 2
43
Properties=species:S:1:pos:R:3:lowdin_spin:R:1 method="wB97M-V/def2-TZVPD" gap_ev="6.39 / 7.85" total_charge=-2 s2=6.004 e_lumo_ev="3.82 / 3.80" multiplicity=5 e_tot_ha=-5121.44048
Cr -1.165 16.240 1.151 3.730
C -2.389 12.597 -0.847 0.001
F -1.478 12.372 0.089 0.000
F -2.393 11.669 -1.803 0.000
F -3.592 12.581 -0.249 0.000
S -2.126 14.311 -1.616 0.004
O -0.927 14.167 -2.407 0.002
O -3.290 14.467 -2.451 -0.001
O -2.008 15.168 -0.434 0.017
C -2.561 12.716 3.735 0.002
F -3.067 12.160 4.844 0.001
F -1.296 12.313 3.642 0.000
F -3.278 12.293 2.710 0.000
S -2.523 14.607 3.912 0.011
O -1.746 15.093 2.759 0.042
O -3.929 15.022 3.872 0.002
O -1.866 14.835 5.191 0.003
C 2.113 13.060 1.920 0.003
F 1.021 12.270 2.000 0.000
F 2.412 13.538 3.128 0.000
F 3.102 12.287 1.495 0.001
S 1.779 14.458 0.712 0.010
O 2.903 15.353 0.883 0.003
O 1.766 13.836 -0.582 0.003
O 0.491 15.033 1.148 0.045
C -1.118 18.570 -2.608 0.001
F -1.698 19.531 -1.873 0.000
F -2.042 17.632 -2.807 0.000
F -0.742 19.084 -3.788 0.000
S 0.432 17.864 -1.748 0.005
O 1.236 19.050 -1.516 0.002
O -0.168 17.266 -0.546 0.028
O 1.060 16.911 -2.627 0.002
C -3.047 18.072 2.138 0.007
C -1.761 18.734 2.593 0.004
O -0.652 17.836 2.382 0.025
O -2.915 17.540 0.794 0.037
H -3.916 18.731 2.130 0.001
H -3.310 17.251 2.813 0.001
H -1.867 18.982 3.651 0.000
H -1.667 19.677 2.049 0.000
H 0.133 18.357 2.575 0.002
H -3.777 17.612 0.378 0.004

Record 3
135
Properties=species:S:1:pos:R:3:lowdin_charge:R:1 method="wB97M-V/def2-TZVPD" gap_ev=9.08 total_charge=0 e_lumo_ev=0.17 e_tot_ha=-5905.79308
C -1.613 3.208 0.042 -0.092
C -0.770 2.297 -0.994 -0.239
O 0.440 1.720 -0.445 -0.180
C 0.160 0.773 0.609 -0.203
C 1.119 -0.547 0.544 -0.063
C 0.437 -1.801 1.277 -0.449
C 0.269 -1.410 2.821 -0.039
O -0.750 -2.103 0.472 -0.116
C -0.238 -2.917 -0.624 -0.467
O -0.881 -3.277 -1.647 0.070
O 1.145 -3.293 -0.333 -0.067
C 1.147 -3.268 1.118 -0.604
I -0.559 -4.613 1.588 1.058
C 2.506 -3.471 1.935 -0.165
C 3.474 -4.620 1.381 -0.647
C 4.622 -4.937 2.514 -0.142
Cl 2.659 -6.226 1.028 0.529
H -1.362 3.023 1.145 0.067
H -1.427 4.331 -0.173 0.078
H -2.755 3.078 -0.083 0.081
H -0.449 3.001 -1.855 0.125
H -1.463 1.516 -1.491 0.124
H -0.952 0.504 0.722 0.139
H 0.449 1.299 1.603 0.129
H 1.381 -0.734 -0.555 0.132
H 2.108 -0.211 1.048 0.133
H -0.238 -2.228 3.433 0.048
H 1.338 -1.252 3.235 0.109
H -0.339 -0.447 3.000 0.108
H 3.097 -2.477 1.841 0.145
H 2.223 -3.586 3.037 0.134
H 4.026 -4.294 0.437 0.096
H 5.587 -5.353 2.032 0.065
H 4.861 -4.035 3.169 0.079
H 4.226 -5.810 3.166 0.079
C 7.861 -4.441 6.562 -0.066
C 6.734 -5.380 6.271 -0.319
O 6.339 -5.017 4.963 0.111
C 7.468 -4.535 4.366 -0.522
O 7.594 -4.383 3.185 0.154
O 8.440 -4.255 5.279 0.083
F 5.694 -5.165 7.109 0.083
H 7.517 -3.478 6.949 0.150
H 8.584 -4.863 7.261 0.145
H 7.013 -6.438 6.290 0.178
C 8.125 -6.254 -0.106 -0.069
C 7.280 -5.352 -0.942 -0.316
O 8.188 -4.357 -1.370 0.149
C 9.403 -4.974 -1.417 -0.526
O 10.359 -4.534 -1.985 0.171
O 9.392 -6.162 -0.742 0.065
F 6.316 -4.762 -0.195 0.072
H 8.212 -5.912 0.929 0.141
H 7.760 -7.281 -0.105 0.132
H 6.830 -5.836 -1.812 0.161
C 7.749 -9.148 -3.925 -0.062
C 8.001 -8.560 -2.574 -0.324
O 8.349 -9.681 -1.790 0.143
C 8.921 -10.565 -2.658 -0.523
O 9.577 -11.506 -2.322 0.179
O 8.660 -10.237 -3.956 0.082
F 6.869 -8.013 -2.064 0.060
H 6.729 -9.525 -4.038 0.150
H 7.954 -8.442 -4.732 0.147
H 8.812 -7.826 -2.547 0.172
C -0.676 -2.343 -4.390 -0.069
C 0.320 -2.925 -5.340 -0.320
O 0.275 -2.037 -6.440 0.134
C -0.070 -0.827 -5.915 -0.534
O 0.055 0.215 -6.491 0.160
O -0.568 -0.949 -4.653 0.079
F -0.070 -4.153 -5.762 0.074
H -1.698 -2.672 -4.595 0.154
H -0.438 -2.567 -3.347 0.096
H 1.340 -2.974 -4.949 0.176
C -2.021 -3.295 7.551 -0.063
C -2.855 -2.390 6.703 -0.316
O -1.933 -1.410 6.273 0.137
C -0.725 -2.041 6.238 -0.520
O 0.239 -1.615 5.670 0.146
O -0.751 -3.220 6.920 0.086
F -3.817 -1.781 7.440 0.075
H -1.934 -2.945 8.584 0.133
H -2.396 -4.320 7.559 0.146
H -3.307 -2.876 5.834 0.178
C -3.625 5.892 -3.982 -0.068
C -2.356 6.125 -3.229 -0.307
O -2.361 5.095 -2.261 0.109
C -3.054 4.067 -2.829 -0.509
O -3.039 2.939 -2.426 0.145
O -3.763 4.480 -3.918 0.096
F -2.382 7.319 -2.587 0.073
H -4.491 6.363 -3.507 0.149
H -3.564 6.233 -5.014 0.113
H -1.451 6.052 -3.839 0.182
C -6.658 7.950 -7.683 -0.063
C -6.239 8.093 -6.256 -0.311
O -5.245 7.098 -6.109 0.100
C -4.684 6.964 -7.346 -0.523
O -3.639 6.417 -7.552 0.175
O -5.454 7.534 -8.314 0.087
F -7.262 7.805 -5.418 0.084
H -7.425 7.183 -7.825 0.146
H -7.018 8.888 -8.107 0.129
H -5.819 9.072 -6.005 0.179
C -2.721 0.682 9.466 -0.065
C -2.466 1.275 10.814 -0.322
O -2.130 0.152 11.603 0.145
C -1.566 -0.740 10.742 -0.528
O -0.919 -1.689 11.083 0.169
O -1.820 -0.417 9.442 0.054
F -3.590 1.835 11.320 0.080
H -3.744 0.314 9.353 0.146
H -2.507 1.381 8.656 0.149
H -1.647 2.000 10.840 0.177
C -10.380 10.678 -10.637 -0.066
C -9.113 10.920 -9.882 -0.323
O -9.116 9.897 -8.906 0.115
C -9.806 8.863 -9.471 -0.518
O -9.788 7.734 -9.060 0.168
O -10.513 9.266 -10.564 0.083
F -9.146 12.117 -9.251 0.081
H -11.248 11.149 -10.167 0.150
H -10.318 11.012 -11.674 0.146
H -8.206 10.846 -10.490 0.179
C -4.306 5.531 2.058 -0.062
C -4.040 6.130 3.402 -0.325
O -3.700 5.011 4.193 0.140
C -3.144 4.113 3.332 -0.526
O -2.497 3.166 3.673 0.166
O -3.408 4.431 2.032 0.043
F -5.160 6.696 3.913 0.076
H -5.331 5.166 1.954 0.150
H -4.097 6.227 1.243 0.145
H -3.220 6.854 3.418 0.177

Record 4
28
Properties=species:S:1:pos:R:3:lowdin_charge:R:1 method="wB97M-V/def2-TZVPD" gap_ev=7.31 total_charge=+1 e_lumo_ev=-5.65 e_tot_ha=-1100.90507
Sn -0.450 -1.425 0.215 1.588
B -1.834 0.732 -1.041 -0.441
H -2.404 -0.320 -1.014 -0.057
H -2.696 1.511 -1.026 0.001
H -1.110 0.869 -0.094 -0.108
H -1.127 0.777 -1.970 -0.032
C 0.060 -2.357 -3.913 -0.242
S 1.695 -2.462 -3.143 0.872
O 1.646 -1.963 -1.708 -0.711
C 1.904 -4.270 -2.923 -0.218
H 0.107 -2.811 -4.904 0.067
H -0.055 -1.294 -4.126 0.057
H -0.657 -2.854 -3.265 0.059
H 1.281 -4.876 -3.576 0.060
H 1.700 -4.470 -1.872 0.052
H 2.970 -4.445 -3.053 0.052
O -0.765 -0.029 2.638 -0.043
C -0.546 1.149 2.883 -0.467
O -1.015 1.699 3.989 0.072
C -0.274 2.882 4.353 -0.104
C 0.171 3.396 2.954 -0.123
C 0.234 2.160 2.101 -0.094
H 0.524 2.696 5.075 0.130
H -0.869 3.615 4.893 0.129
H 1.088 3.974 2.899 0.124
H -0.686 4.017 2.692 0.125
H 1.248 1.829 1.854 0.140
H -0.139 2.271 1.081 0.110